1.
Density functional theory data (ωB97M-V/def2-TZVPD) for C26H46N3OPPr as an isolated structure.

Kohn-Sham gap (spin up / spin down) = 5.6 / 9.3 eV
multiplicity = 4
total charge = +2
calculated total energy = -57568.878 eV

Atoms and positions in Å:
1 C -2.19462 1.59275 -0.61497
2 N -1.13432 2.18724 0.00909
3 C -1.21498 3.45187 0.45193
4 C -2.43562 4.06714 0.54904
5 C -3.61133 3.38249 0.19406
6 C -3.49043 2.09864 -0.36329
7 Pr 0.98625 0.93063 0.09909
8 C 0.08511 4.07925 0.89374
9 N 1.05340 3.08413 1.49555
10 C 0.81500 2.89881 2.95795
11 C -0.53949 2.30435 3.32331
12 C -1.72302 0.61251 -1.71197
13 P -1.33785 -1.15123 -1.33735
14 C -1.29530 -1.83078 -3.04660
15 C -2.52733 -2.71527 -3.29907
16 C -1.95174 -2.27932 -0.04866
17 C -1.17429 -3.59970 -0.14729
18 C -1.69367 -1.68698 1.33331
19 C -3.45151 -2.53258 -0.20167
20 C -1.35263 -0.70480 -4.09530
21 C 0.00542 -2.63517 -3.24298
22 C 2.43352 3.59391 1.28704
23 C 2.85431 3.66127 -0.17308
24 H -2.44768 5.06968 0.99127
25 H -4.58177 3.86878 0.32739
26 H -4.40311 1.59921 -0.77655
27 H -2.70188 0.44650 -2.24883
28 H -2.06812 -2.40915 2.07164
29 H -0.62064 -1.55252 1.52299
30 H -2.23972 -0.74621 1.48201
31 H -3.72184 -3.19515 0.62899
32 H -4.03595 -1.60769 -0.10424
33 H -3.70485 -3.05209 -1.13163
34 H -1.47190 -4.21838 0.71218
35 H -1.42746 -4.17072 -1.04890
36 H -0.08351 -3.46702 -0.07940
37 H -2.50792 -2.98044 -4.36396
38 H -2.52809 -3.66543 -2.75169
39 H -3.46992 -2.17418 -3.12455
40 H -2.31364 -0.17168 -4.07694
41 H -0.54248 0.02914 -3.96477
42 H -1.27048 -1.15995 -5.09288
43 H 0.04405 -3.52804 -2.60364
44 H 0.05568 -2.98670 -4.28586
45 H 0.91000 -2.02870 -3.07422
46 H 0.54946 4.60567 0.04399
47 H -0.09979 4.85335 1.65065
48 H 1.64833 2.29708 3.34884
49 H 0.87995 3.86561 3.47901
50 H 3.10647 2.95199 1.86593
51 H 2.48159 4.60422 1.71890
52 H 3.79245 3.11267 -0.30406
53 H 2.12619 3.28529 -0.90492
54 H 3.04650 4.70410 -0.44355
55 H -0.61530 2.21544 4.41869
56 H -1.34991 2.98120 3.01877
57 H -0.73805 1.30070 2.90946
58 H 0.03810 -1.22593 -0.89016
59 C 1.68444 0.97015 -3.23415
60 H 2.26958 1.90239 -3.24704
61 H 1.21828 0.79397 -4.22572
62 H 2.43203 0.18672 -3.00882
63 O 0.75355 1.07867 -2.07400
64 H -0.58479 0.86306 -2.09206
65 C 4.61172 -3.39965 3.30403
66 C 3.57282 -2.56911 2.67367
67 C 2.71057 -1.84312 3.48373
68 C 1.77616 -1.03744 2.87145
69 N 1.66070 -0.97676 1.50440
70 C 2.50271 -1.71753 0.72596
71 C 3.47797 -2.53705 1.28482
72 H 5.30246 -2.78127 3.88510
73 H 4.15028 -4.11727 3.98620
74 H 5.16099 -3.93839 2.53760
75 H 2.80958 -1.93580 4.57462
76 H 1.10378 -0.41123 3.47081
77 H 2.39599 -1.63924 -0.35484
78 H 4.15154 -3.15094 0.70239

2.
Density functional theory data (ωB97M-V/def2-TZVPD) for a 2-piece molecular cluster, C3H5P overall.

Kohn-Sham gap (spin up / spin down) = 8.6 / 8.0 eV
energy above the lowest of the compared OMol25 structures with the same formula, charge and spin = 384.8 kJ/mol
calculated total energy = -12474.650 eV

Atoms and positions in Å:
1 C 0.59422 1.50237 -1.43580
2 C -0.25513 0.66307 -1.21358
3 C 0.25479 -1.21417 0.68646
4 P -1.19537 -0.81601 -0.62216
5 H 1.19241 2.39070 -1.47375
6 H 1.11208 -1.73027 0.26288
7 H -0.02084 -1.89857 1.51066
8 H 0.46336 -0.25284 1.12776
9 H -2.14551 1.35572 1.15753

3.
Density functional theory data (ωB97M-V/def2-TZVPD) for a 7-piece molecular cluster, C44H69BFNO12 overall.

Kohn-Sham gap = 7.4 eV
structure (SMILES) = C[C@@H](CN1C(=O)c2cc(OB(O)O)cc(CCF)c2C1=O)OCc1ccccc1.C1CCOC1.C1CCOC1.C1CCOC1.C1CCOC1.C1CCOC1.C1CCOC1
calculated total energy = -76191.059 eV

Atoms and positions in Å:
1 C 0.61995 0.47948 5.73985
2 C 0.49770 -0.79663 4.72236
3 C 1.68636 -1.82143 5.07494
4 N 2.84132 -1.77886 4.13438
5 C 3.94441 -0.86228 4.42398
6 O 4.83549 -0.87148 5.29776
7 C 3.75336 0.24317 3.26967
8 C 4.25341 1.71561 3.18480
9 C 3.82076 2.51004 1.89574
10 O 4.23089 3.89367 1.78750
11 B 3.29323 4.66444 2.61122
12 O 3.80029 5.25916 3.83464
13 O 1.93003 4.84174 2.16303
14 C 2.92224 1.83190 0.75391
15 C 2.42310 0.33329 0.87818
16 C 1.48511 -0.36007 -0.20741
17 C 1.99103 -1.78734 -0.73007
18 F 0.90278 -2.73048 -0.44400
19 C 2.86662 -0.42459 2.15523
20 C 2.56941 -1.89327 2.69610
21 O 2.23646 -2.95238 2.12771
22 O -0.76028 -1.50849 4.86722
23 C -1.40572 -1.72533 3.59519
24 C -2.55225 -0.61488 3.30185
25 C -2.69653 0.70607 4.10526
26 C -3.84517 1.73768 3.82330
27 C -4.87586 1.48603 2.68596
28 C -4.74272 0.18256 1.85816
29 C -3.60103 -0.84960 2.15761
30 H 0.51572 1.44172 5.11163
31 H -0.22706 0.37970 6.49820
32 H 1.66643 0.41745 6.22015
33 H 0.53523 -0.36248 3.66723
34 H 2.04610 -1.71274 6.16847
35 H 1.23192 -2.88087 5.01316
36 H 4.86419 2.17500 4.02779
37 H 4.02963 4.56634 4.49196
38 H 1.38942 5.12430 2.93231
39 H 2.60824 2.46872 -0.15241
40 H 0.37794 -0.38447 0.12738
41 H 1.49008 0.34165 -1.12955
42 H 2.91239 -2.16551 -0.15155
43 H 2.13458 -1.84594 -1.87011
44 H -1.98470 -2.72605 3.65700
45 H -0.67918 -1.84054 2.71094
46 H -1.96147 0.95348 4.94575
47 H -3.91016 2.68039 4.48186
48 H -5.71063 2.25543 2.48864
49 H -5.51146 0.02189 1.02297
50 H -3.57813 -1.77558 1.47958
51 C 7.79122 -1.20159 0.74569
52 C 7.50252 0.25451 1.03515
53 C 6.35583 0.54101 0.08557
54 O 5.63620 -0.66706 -0.06719
55 C 6.39982 -1.74430 0.49207
56 H 8.30993 -1.71744 1.55559
57 H 8.40008 -1.28916 -0.16038
58 H 7.16724 0.36639 2.07191
59 H 8.35855 0.91374 0.88069
60 H 6.72516 0.84235 -0.90078
61 H 5.67909 1.30872 0.45532
62 H 5.91743 -2.04952 1.42764
63 H 6.39566 -2.59385 -0.19464
64 C 6.26299 7.10445 2.55944
65 C 7.40908 7.69493 3.34991
66 C 7.28086 9.17240 3.03475
67 O 5.88805 9.42934 2.81141
68 C 5.20017 8.17595 2.69658
69 H 5.93440 6.13043 2.92341
70 H 6.55305 6.99785 1.50860
71 H 7.24777 7.52555 4.41978
72 H 8.38492 7.28523 3.08305
73 H 7.82093 9.43178 2.11782
74 H 7.64600 9.80753 3.84533
75 H 4.60892 8.03349 3.60742
76 H 4.52071 8.20609 1.84137
77 C -1.45780 -4.36494 -3.45930
78 C -0.90635 -3.95751 -4.80710
79 C -1.52216 -2.58505 -4.99838
80 O -1.68572 -2.01768 -3.69189
81 C -1.47217 -3.04622 -2.71257
82 H -0.86691 -5.13227 -2.95648
83 H -2.47953 -4.74051 -3.57495
84 H 0.18430 -3.87339 -4.75163
85 H -1.15450 -4.65192 -5.61195
86 H -2.51346 -2.65489 -5.46025
87 H -0.89909 -1.92690 -5.60906
88 H -0.50929 -2.85347 -2.22926
89 H -2.25756 -3.00138 -1.95431
90 C -5.90431 -7.16874 -4.89676
91 C -5.33198 -6.70436 -6.21649
92 C -4.02563 -6.06854 -5.78656
93 O -3.58663 -6.77116 -4.61577
94 C -4.65971 -7.59897 -4.14617
95 H -6.64060 -7.96882 -4.99431
96 H -6.37837 -6.32715 -4.38195
97 H -5.13365 -7.56853 -6.85957
98 H -5.98194 -6.01646 -6.76028
99 H -4.16678 -5.01694 -5.51324
100 H -3.25578 -6.12734 -6.56017
101 H -4.40176 -8.64030 -4.36858
102 H -4.76264 -7.48928 -3.06423
103 C -2.77043 4.15007 -1.34935
104 C -1.77818 4.90070 -0.49028
105 C -2.19638 4.48795 0.90716
106 O -2.73927 3.16521 0.80474
107 C -2.93443 2.85363 -0.58097
108 H -2.43510 3.99684 -2.37665
109 H -3.72207 4.69149 -1.37670
110 H -0.76367 4.54410 -0.69737
111 H -1.79667 5.98186 -0.63911
112 H -2.98257 5.14383 1.29704
113 H -1.36119 4.48820 1.61198
114 H -2.17224 2.12179 -0.87029
115 H -3.92001 2.40384 -0.72127
116 C -7.05512 -1.51969 -4.94097
117 C -8.40315 -2.14932 -5.21280
118 C -8.03018 -3.59709 -5.46389
119 O -6.86013 -3.86624 -4.67949
120 C -6.33784 -2.62307 -4.18901
121 H -7.11121 -0.58711 -4.37696
122 H -6.54228 -1.31755 -5.88722
123 H -9.03371 -2.07520 -4.32064
124 H -8.93974 -1.69651 -6.04836
125 H -7.77470 -3.76530 -6.51578
126 H -8.82719 -4.29011 -5.18404
127 H -6.54718 -2.57232 -3.11502
128 H -5.25538 -2.59572 -4.33447

4.
Density functional theory data (ωB97M-V/def2-TZVPD) for C2H4O2S2 as an isolated structure.

Kohn-Sham gap (spin up / spin down) = 8.4 / 8.4 eV
energy above the lowest of the compared OMol25 structures with the same formula, charge and spin = 237.5 kJ/mol
calculated total energy = -27901.874 eV

Atoms and positions in Å:
1 C 0.81202 0.64376 0.34280
2 C 0.67709 -0.71671 -0.37657
3 O -3.14877 0.31537 0.42889
4 O -0.18345 1.49459 0.01670
5 S -0.90085 -1.45028 0.15520
6 S -2.02680 0.18436 -0.44580
7 H 0.88284 0.46564 1.43193
8 H 1.77570 1.06313 0.00395
9 H 0.64675 -0.58980 -1.45764
10 H 1.46547 -1.41006 -0.09945

5.
Density functional theory data (ωB97M-V/def2-TZVPD) for one molecule with the formula C6H6.

Kohn-Sham gap = 7.9 eV
energy above the lowest of the compared OMol25 structures with the same formula, charge and spin = 544.3 kJ/mol
calculated total energy = -6313.559 eV

Atoms and positions in Å:
1 C -1.69485 0.73991 0.13807
2 C -0.83128 -0.52885 0.11419
3 C 0.63655 -0.22791 0.29526
4 C 1.72734 -0.37477 -0.40118
5 C 2.93462 -0.41698 -0.88086
6 C 4.19786 -0.33486 -1.08709
7 H -2.75506 0.48028 0.04405
8 H -1.57146 1.29001 1.07779
9 H -1.43637 1.41367 -0.68426
10 H -1.01431 -1.09361 -0.80428
11 H -1.13343 -1.17564 0.94811
12 H 0.94038 0.22875 1.24019

6.
Density functional theory data (ωB97M-V/def2-TZVPD) for a 2-piece molecular cluster, C6H10 overall.

Kohn-Sham gap = 3.8 eV
energy above the lowest of the compared OMol25 structures with the same formula, charge and spin = 823.5 kJ/mol
calculated total energy = -6375.325 eV

Atoms and positions in Å:
1 C -1.80376 -0.51276 -2.30472
2 C -1.50012 0.78917 -2.02865
3 C 2.78982 0.06759 1.45577
4 C 1.50656 0.13642 0.93307
5 C 0.20978 -0.24866 1.42311
6 C -0.97633 0.21653 0.68406
7 H -1.11975 -1.29893 -1.90687
8 H -2.68682 -0.75383 -2.86893
9 H -0.35350 0.95760 -2.23692
10 H 3.66950 0.34664 0.95678
11 H 2.73583 -0.21954 2.45895
12 H 1.44045 0.45817 -0.10994
13 H 0.14038 -0.82016 2.41036
14 H -0.82306 0.23930 -0.44593
15 H -1.85783 -0.53172 0.67532
16 H -1.37114 1.17417 0.90455

Repeat the sixth record exactly.
Density functional theory data (ωB97M-V/def2-TZVPD) for a 2-piece molecular cluster, C6H10 overall.

Kohn-Sham gap = 3.8 eV
energy above the lowest of the compared OMol25 structures with the same formula, charge and spin = 823.5 kJ/mol
calculated total energy = -6375.325 eV

Atoms and positions in Å:
1 C -1.80376 -0.51276 -2.30472
2 C -1.50012 0.78917 -2.02865
3 C 2.78982 0.06759 1.45577
4 C 1.50656 0.13642 0.93307
5 C 0.20978 -0.24866 1.42311
6 C -0.97633 0.21653 0.68406
7 H -1.11975 -1.29893 -1.90687
8 H -2.68682 -0.75383 -2.86893
9 H -0.35350 0.95760 -2.23692
10 H 3.66950 0.34664 0.95678
11 H 2.73583 -0.21954 2.45895
12 H 1.44045 0.45817 -0.10994
13 H 0.14038 -0.82016 2.41036
14 H -0.82306 0.23930 -0.44593
15 H -1.85783 -0.53172 0.67532
16 H -1.37114 1.17417 0.90455